1.
Density functional theory data (the ωB97M-V functional and the def2-TZVPD basis) for a structure of composition C7H15N2Sr in a non-equilibrium geometry.

**2S+1**: 1
**Electronic energy**: -415.8310 a.u.
**Net charge**: -1
**HOMO energy**: -0.3 eV

The geometry in XYZ format:
```
25
C7H15N2Sr (the ωB97M-V functional and the def2-TZVPD basis)
C -0.84 1.08 -4.07
Sr -0.21 0.12 -1.72
N 1.02 -1.84 -2.87
H -1.37 1.74 -0.45
H -0.01 1.48 -3.38
H -1.51 1.93 -4.24
H -1.48 0.22 -3.74
H -0.35 0.80 -5.01
H 0.77 -2.76 -2.49
H 2.04 -1.76 -2.76
H 0.85 -1.88 -3.88
N 0.79 -0.92 0.47
C 0.35 -0.32 1.72
C -0.98 -0.49 2.08
C -1.44 0.15 3.25
C -0.57 0.95 4.00
C 0.76 1.12 3.59
C 1.23 0.49 2.44
H 0.50 -1.90 0.41
H 1.81 -0.94 0.42
H -1.66 -1.11 1.47
H -2.48 0.03 3.57
H -0.93 1.45 4.91
H 1.44 1.75 4.18
H 2.26 0.61 2.10
```

***

2.
Density functional theory data (the ωB97M-V functional and the def2-TZVPD basis) for a cluster of 3 separate species, C9H12O9 in total in a non-equilibrium geometry.

**2S+1**: 1
**Electronic energy**: -1027.2733 a.u.
**Structure (SMILES)**: O=C1OCCO1.O=C1OCCO1.O=C1OCCO1
**HOMO energy**: -10.9 eV

The geometry in XYZ format:
```
30
C9H12O9 (the ωB97M-V functional and the def2-TZVPD basis)
O -14.80 -17.43 -24.08
C -14.62 -17.71 -22.88
O -13.63 -18.58 -22.43
C -13.61 -18.48 -21.03
C -14.56 -17.39 -20.65
O -15.32 -17.28 -21.85
H -13.74 -19.38 -20.43
H -12.70 -18.00 -20.67
H -14.13 -16.44 -20.34
H -15.32 -17.74 -19.95
O -14.70 -9.20 -30.15
C -13.66 -8.78 -29.61
O -12.78 -9.50 -28.84
C -11.95 -8.56 -28.21
C -11.89 -7.39 -29.20
O -13.17 -7.52 -29.77
H -12.42 -8.21 -27.29
H -10.93 -8.82 -27.94
H -11.08 -7.38 -29.93
H -11.82 -6.45 -28.66
O -9.79 -14.86 -22.04
C -10.54 -14.23 -22.77
O -10.18 -13.92 -24.03
C -11.16 -13.03 -24.67
C -12.36 -13.17 -23.70
O -11.83 -13.89 -22.54
H -10.70 -12.05 -24.67
H -11.30 -13.48 -25.65
H -13.17 -13.81 -24.05
H -12.92 -12.25 -23.52
```

***

3.
Density functional theory data (the ωB97M-V functional and the def2-TZVPD basis) for a structure of composition C24H21F6N5OTeV in a non-equilibrium geometry.

**2S+1**: 1
**Electronic energy**: -3086.4182 a.u.
**Net charge**: +3
**HOMO energy (spin up / spin down)**: -17.6 / -17.6 eV

The geometry in XYZ format:
```
59
C24H21F6N5OTeV (the ωB97M-V functional and the def2-TZVPD basis)
V 0.45 -0.08 0.01
C -1.56 -3.38 -1.38
C -1.10 -4.39 -0.53
C -0.46 -4.05 0.64
C -0.24 -2.71 0.96
N -0.55 -1.74 0.02
C -1.27 -2.08 -1.09
N 0.14 -2.40 2.24
C 0.13 -1.19 2.67
N 0.08 -0.05 1.82
C 0.18 1.11 2.64
N 0.22 2.31 2.18
C -0.10 2.62 0.88
C -0.26 3.96 0.56
C -0.79 4.33 -0.67
C -1.20 3.35 -1.57
C -0.99 2.04 -1.25
N -0.37 1.66 -0.09
C 0.24 0.67 4.03
C 0.22 1.42 5.20
C 0.20 0.71 6.39
C 0.18 -0.69 6.41
C 0.18 -1.43 5.23
C 0.21 -0.72 4.05
H -2.15 -3.61 -2.26
H -1.28 -5.43 -0.76
H -0.17 -4.79 1.38
H -1.60 -1.27 -1.72
H -0.03 4.69 1.32
H -0.91 5.38 -0.90
H -1.70 3.60 -2.50
H -1.30 1.24 -1.91
H 0.22 2.50 5.18
H 0.18 1.25 7.33
H 0.16 -1.20 7.36
H 0.15 -2.51 5.25
C 2.54 -1.75 -2.96
C 1.82 -0.43 -2.79
O 1.12 -0.36 -1.51
C 0.72 -0.26 -3.88
F -0.26 -1.14 -3.65
F 1.23 -0.48 -5.07
F 0.19 0.97 -3.84
C 2.78 0.79 -2.80
F 3.85 0.51 -2.03
F 3.18 1.05 -4.02
F 2.20 1.87 -2.27
H 1.84 -2.55 -3.18
H 3.09 -1.99 -2.05
H 3.25 -1.67 -3.78
C 4.46 -1.48 0.41
Te 3.00 -0.29 1.35
C 3.95 1.58 1.09
H 5.29 -1.42 1.11
H 4.74 -1.10 -0.56
H 4.09 -2.51 0.37
H 4.38 1.65 0.10
H 4.72 1.59 1.86
H 3.23 2.38 1.28
```

***

4.
Density functional theory data (the ωB97M-V functional and the def2-TZVPD basis) for a cluster of 3 separate species, H6O3 in total.

**2S+1**: 1
**Electronic energy**: -229.3130 a.u.
**Structure (SMILES)**: O.O.O
**HOMO energy**: -10.2 eV

The geometry in XYZ format:
```
9
H6O3 (the ωB97M-V functional and the def2-TZVPD basis)
O -0.77 -2.24 1.59
H 0.06 -2.31 2.08
H -0.58 -1.60 0.86
O 0.74 1.98 -0.64
H -0.03 2.54 -0.47
H 1.17 2.38 -1.40
O -0.22 -0.55 -0.41
H -0.74 -0.45 -1.22
H 0.38 0.23 -0.39
```

***

5.
Density functional theory data (the ωB97M-V functional and the def2-TZVPD basis) for an isolated molecule of C2H3BrCl2Si in a non-equilibrium geometry.

**2S+1**: 1
**Electronic energy**: -3861.9823 a.u.
**Structure (SMILES)**: C=C[Si](Cl)(Cl)Br
**HOMO energy**: -10.5 eV

The geometry in XYZ format:
```
9
C2H3BrCl2Si (the ωB97M-V functional and the def2-TZVPD basis)
C -0.31 -0.65 0.24
C 0.79 -0.25 -0.43
Si 2.46 -1.20 -0.55
Cl 3.96 -0.63 -1.75
Cl 3.49 -0.82 1.68
Br 1.77 -3.23 -0.95
H -1.05 0.05 0.17
H -0.43 -1.71 0.61
H 0.65 0.65 -0.99
```

***

6.
Density functional theory data (the ωB97M-V functional and the def2-TZVPD basis) for a cluster of 3 separate species, C4H10O3 in total in a non-equilibrium geometry.

**2S+1**: 1
**Electronic energy**: -384.0531 a.u.
**Structure (SMILES)**: C=C/C=C/O.O.O
**HOMO energy**: -8.9 eV

The geometry in XYZ format:
```
17
C4H10O3 (the ωB97M-V functional and the def2-TZVPD basis)
C 2.67 -1.66 1.83
C 1.42 -1.96 1.50
C 0.21 -1.09 1.61
C 0.32 0.21 1.29
O -0.73 1.07 1.16
H 3.41 -2.41 1.58
H 3.01 -0.74 2.30
H 1.17 -2.98 1.21
H -0.68 -1.49 2.06
H 1.30 0.68 1.39
H -1.40 0.78 1.81
O -2.83 1.15 -1.27
H -2.64 2.07 -1.42
H -2.00 0.83 -0.83
O -1.19 1.95 -5.11
H -0.71 2.47 -4.48
H -1.33 1.12 -4.64
```